Record 1
ORCA calculation (ωB97M-V with the def2-TZVPD basis set) on a molecular structure, C14H33ClGa at a distorted geometry.

## Properties
Total charge: -1
Energy above the lowest of the compared OMol25 structures with the same formula, charge and spin in kJ/mol: 33.0
E_tot in Eh: -2938.19158
Orbital gap in eV: 6.75

```
49
Properties=species:S:1:pos:R:3:forces:R:3
C -4.885 3.430 -3.043 -0.2 -0.8 -0.6
C -4.204 2.320 -3.431 1.6 0.8 0.7
Ga -3.571 1.103 -1.932 0.3 0.8 0.0
Cl -1.437 0.367 -2.430 0.1 -0.2 0.1
H -4.414 4.168 -2.402 -0.7 -0.6 1.4
H -5.928 3.560 -3.338 0.4 1.2 -1.1
H -4.052 2.072 -4.481 -1.7 -1.0 -0.1
H -4.593 -0.115 -1.840 0.1 -0.1 -0.2
H -3.540 1.897 -0.534 0.2 0.0 -0.1
C 4.959 -1.898 -0.670 0.1 0.0 -0.1
C 4.965 -0.556 -1.397 0.0 0.0 0.1
C 3.732 0.297 -1.105 0.0 0.0 -0.1
C 2.400 -0.317 -1.542 0.0 0.0 0.1
C 2.305 -0.665 -3.025 -0.1 0.0 -0.1
C 2.425 0.550 -3.939 0.0 -0.1 0.0
H 4.118 -2.519 -0.979 0.0 0.0 0.0
H 5.874 -2.456 -0.882 0.0 0.0 0.0
H 4.898 -1.754 0.411 0.0 0.0 0.0
H 5.065 -0.723 -2.473 0.0 0.0 0.0
H 5.854 0.004 -1.090 0.0 0.0 0.0
H 3.857 1.273 -1.582 0.0 0.0 0.0
H 3.684 0.495 -0.029 0.0 0.0 0.0
H 1.596 0.380 -1.294 -0.1 0.0 0.0
H 2.204 -1.219 -0.955 0.0 0.0 0.0
H 1.337 -1.138 -3.202 0.0 0.0 0.0
H 3.065 -1.407 -3.295 0.0 0.0 0.0
H 1.647 1.279 -3.708 0.0 0.0 0.0
H 2.309 0.257 -4.984 0.0 0.0 0.0
H 3.397 1.038 -3.841 0.0 0.0 0.0
C -2.504 -0.927 5.399 0.1 0.0 0.0
C -1.500 -0.039 4.670 -0.1 0.1 0.1
C -2.059 0.592 3.395 0.1 0.0 0.0
C -2.476 -0.401 2.310 -0.1 0.0 0.0
C -1.371 -1.346 1.842 0.0 0.1 0.0
C -0.192 -0.621 1.200 0.0 -0.1 0.1
H -2.809 -1.776 4.785 0.0 0.0 0.0
H -2.071 -1.326 6.318 0.0 0.0 0.0
H -3.399 -0.362 5.668 0.0 0.0 0.0
H -0.598 -0.614 4.444 0.0 0.0 0.0
H -1.189 0.764 5.345 0.0 0.0 0.0
H -1.316 1.283 2.988 0.0 0.0 0.0
H -2.927 1.206 3.654 0.0 0.0 0.0
H -2.847 0.163 1.450 0.0 0.0 0.0
H -3.324 -0.996 2.665 0.0 0.0 0.0
H -1.797 -2.035 1.109 0.0 0.0 0.0
H -1.017 -1.965 2.675 0.0 0.0 0.0
H -0.530 -0.034 0.345 0.0 0.0 0.0
H 0.550 -1.336 0.844 0.0 0.0 0.0
H 0.306 0.049 1.905 0.0 0.0 0.0
```
Positions in Å, forces in eV/Å.

***

Record 2
ORCA calculation (ωB97M-V with the def2-TZVPD basis set) on a molecular structure, C14H33ClGaIN3OP3 at a distorted geometry.

## Properties
Total charge: +2
Energy above the lowest of the compared OMol25 structures with the same formula, charge and spin in kJ/mol: 0.0
E_tot in Eh: -4498.98815
Orbital gap in eV: 4.97

```
57
Properties=species:S:1:pos:R:3:forces:R:3
C 0.005 0.649 -5.636 0.0 0.5 0.1
C 0.003 0.400 -4.164 0.0 2.6 1.1
H 0.012 1.733 -5.828 0.0 -0.4 0.2
H -0.894 0.203 -6.074 0.2 -0.1 0.0
H 0.899 0.192 -6.074 -0.2 -0.1 0.0
O 0.009 1.209 -3.251 0.0 -3.4 -2.2
I -0.016 -1.914 -3.808 0.0 1.1 -0.2
Ga -0.006 -0.737 -1.478 0.0 -0.8 2.5
P 2.294 -0.098 -0.789 1.1 -0.3 0.3
C 2.694 1.322 0.287 -0.6 0.3 0.0
C 3.089 -1.509 0.073 -0.6 -0.2 0.0
H 4.175 -1.376 0.018 -0.2 0.1 0.0
H 4.458 0.242 -1.810 -0.3 0.0 -0.1
H 2.801 -2.444 -0.420 0.2 0.1 0.1
H 3.398 -0.682 -2.910 0.0 0.1 0.2
H 2.258 1.218 1.291 0.1 -0.1 -0.5
H 2.781 -1.570 1.125 0.0 0.1 -0.4
C 3.433 0.148 -2.196 -0.3 0.2 -0.2
H 3.788 1.404 0.384 -0.3 -0.2 -0.2
H 3.159 1.073 -2.714 0.1 -0.1 0.0
H 2.307 2.241 -0.168 0.1 -0.1 0.1
P -2.295 -0.064 -0.786 -1.1 -0.2 0.3
C -2.675 1.362 0.290 0.6 0.3 0.0
C -3.432 0.198 -2.193 0.3 0.2 -0.2
H -2.835 -2.402 -0.416 -0.2 0.1 0.1
H -4.193 -1.315 0.023 0.2 0.1 0.0
H -2.802 -1.529 1.129 0.0 0.1 -0.4
C -3.109 -1.464 0.076 0.6 -0.2 0.0
H -3.409 -0.632 -2.907 0.0 0.1 0.2
H -4.455 0.307 -1.805 0.3 0.0 -0.1
H -3.767 1.460 0.387 0.3 -0.2 -0.2
H -2.274 2.275 -0.165 -0.1 -0.1 0.1
H -3.145 1.118 -2.711 -0.1 -0.1 0.0
H -2.239 1.252 1.294 -0.1 -0.1 -0.5
Cl -0.021 -2.773 -0.465 0.0 0.5 -0.4
C 1.197 -1.869 4.949 -0.6 0.5 -0.2
N 1.229 -0.389 4.822 0.0 -0.3 0.1
C 0.004 0.182 5.424 0.0 -0.6 -0.5
N -1.230 -0.370 4.823 0.0 -0.3 0.1
C -1.221 -1.851 4.950 0.6 0.5 -0.1
N -0.015 -2.461 4.347 -0.1 0.1 0.2
C -0.017 -2.348 2.896 0.0 0.5 -0.1
P -0.003 -0.536 2.316 0.0 -0.3 0.0
C 1.403 0.037 3.435 -0.4 -0.1 0.1
C -1.400 0.057 3.437 0.4 -0.1 0.1
H 1.198 -2.120 6.022 0.1 0.1 -0.4
H 2.086 -2.287 4.454 -0.2 0.1 0.2
H 0.012 1.270 5.271 0.0 -0.2 0.2
H 0.003 -0.069 6.496 0.0 0.2 -0.4
H -2.115 -2.256 4.456 0.2 0.1 0.2
H -1.224 -2.103 6.024 -0.1 0.1 -0.5
H 0.873 -2.847 2.476 -0.3 0.1 0.1
H -0.913 -2.834 2.477 0.3 0.1 0.1
H 1.437 1.135 3.397 0.1 -0.2 0.1
H 2.352 -0.348 3.033 -0.1 0.1 0.2
H -2.354 -0.313 3.036 0.1 0.1 0.2
H -1.417 1.156 3.399 -0.1 -0.2 0.1
```
Positions in Å, forces in eV/Å.

***

Record 3
ORCA calculation (ωB97M-V with the def2-TZVPD basis set) on a molecular structure, C14H33CuN5O8 at a distorted geometry.

## Properties
Total charge: 0
E_tot in Eh: -3069.34621
Orbital gap (alpha / beta) in eV: 8.87 / 7.45
Spin multiplicity: 2

```
61
Properties=species:S:1:pos:R:3:forces:R:3
Cu 24.515 -17.079 -32.759 0.2 0.7 -1.4
C 27.776 -16.395 -34.672 0.0 1.0 0.0
C 26.871 -15.467 -33.828 0.4 -0.8 1.1
C 27.335 -14.017 -33.946 0.5 0.0 -0.7
O 25.534 -15.677 -34.111 -1.3 -0.7 1.0
H 27.633 -17.445 -34.430 -0.3 0.0 -0.1
H 28.828 -16.138 -34.524 0.0 -0.1 0.1
H 27.545 -16.164 -35.715 0.0 -0.4 -0.1
H 27.038 -15.747 -32.774 0.2 0.0 0.1
H 28.395 -13.968 -33.680 0.0 0.0 0.1
H 26.836 -13.267 -33.332 -0.4 -0.3 0.1
H 27.294 -13.710 -34.995 -0.2 0.1 0.0
N 22.308 -19.443 -31.417 -0.8 -1.3 -0.2
O 23.218 -18.592 -31.566 0.3 0.5 0.2
O 22.478 -20.599 -31.923 0.1 0.8 0.2
O 21.279 -19.201 -30.786 0.6 0.3 -0.3
C 25.268 -14.155 -29.701 0.7 -1.0 -1.4
C 25.171 -15.679 -29.797 0.7 1.4 0.4
O 24.901 -16.216 -30.857 -0.3 -0.4 0.1
N 25.483 -16.323 -28.665 -0.5 -0.9 -0.5
C 25.301 -17.765 -28.599 -0.5 -0.4 0.5
H 25.577 -13.906 -30.719 -0.4 0.4 0.0
H 26.121 -13.861 -29.092 -0.5 0.2 0.6
H 24.290 -13.735 -29.486 0.2 0.3 0.3
H 25.842 -15.794 -27.893 -0.1 0.0 0.1
H 24.452 -18.073 -29.210 0.3 0.3 -0.5
H 24.968 -18.071 -27.606 0.5 0.2 0.2
H 26.190 -18.317 -28.899 0.0 0.0 0.0
C 24.908 -19.945 -36.092 0.1 -0.9 -1.4
C 23.879 -19.173 -35.323 0.5 -0.1 1.8
O 24.190 -18.277 -34.547 0.1 0.3 -0.5
N 22.608 -19.578 -35.431 -0.9 -0.5 0.3
C 21.510 -19.093 -34.589 -0.2 0.6 -0.4
H 25.967 -19.775 -35.919 -0.2 0.8 0.5
H 24.734 -19.771 -37.159 0.1 0.1 0.0
H 24.812 -21.032 -36.002 -0.5 0.0 0.3
H 22.398 -20.505 -35.764 0.5 0.1 -0.4
H 21.159 -19.878 -33.923 0.0 0.0 -0.1
H 20.733 -18.756 -35.277 -0.3 -0.2 0.2
H 21.762 -18.221 -33.990 0.5 -0.1 -0.1
C 27.681 -20.261 -32.951 -0.8 0.2 -0.4
C 26.282 -19.802 -32.605 -0.6 -0.7 0.3
O 25.985 -18.615 -32.479 0.9 0.8 0.2
N 25.333 -20.734 -32.434 -0.6 0.1 0.3
C 25.367 -22.111 -32.883 0.6 0.4 -1.5
H 27.841 -21.309 -32.714 0.2 0.1 0.2
H 28.404 -19.589 -32.500 0.1 -0.1 -0.1
H 27.701 -20.189 -34.043 0.4 0.1 0.0
H 24.412 -20.340 -32.223 -0.1 -0.2 -0.1
H 26.222 -22.651 -32.481 -0.3 -0.3 0.3
H 25.495 -22.086 -33.974 0.3 -0.2 0.0
H 24.420 -22.637 -32.808 0.0 0.2 0.9
O 22.673 -15.868 -32.843 0.0 -0.5 0.1
C 22.573 -14.638 -32.750 0.4 -1.1 -0.1
N 23.509 -13.864 -33.291 0.1 0.7 -0.1
C 21.427 -14.032 -32.003 0.5 0.8 -0.5
H 23.529 -12.866 -33.179 -0.2 0.0 0.0
H 24.275 -14.322 -33.795 0.3 -0.4 0.1
H 21.425 -12.976 -32.283 -0.4 0.1 0.4
H 21.622 -14.154 -30.939 -0.2 0.0 0.0
H 20.482 -14.488 -32.281 0.1 -0.2 0.1
```
Positions in Å, forces in eV/Å.

***

Record 4
ORCA calculation (ωB97M-V with the def2-TZVPD basis set) on a molecular structure, C14H33N3O4S4 at a distorted geometry.

## Properties
Total charge: 0
Energy above the lowest of the compared OMol25 structures with the same formula, charge and spin in kJ/mol: 3242.8
E_tot in Eh: -2609.79736
Orbital gap in eV: 7.23

```
58
Properties=species:S:1:pos:R:3:forces:R:3
C -3.779 -1.657 -1.079 -1.3 1.6 -1.2
C -3.337 -0.275 -0.937 -0.8 0.6 -0.8
N -2.947 0.814 -0.834 -7.3 -4.5 -1.8
H -2.956 -2.310 -1.369 -0.3 0.4 -0.6
H -4.675 -1.784 -1.687 0.2 0.2 -0.3
H -4.001 -2.016 -0.074 -1.3 2.4 -1.6
C 0.069 3.858 0.824 -1.5 0.7 -0.8
C 0.546 2.898 -0.214 -1.8 5.3 3.1
N 0.871 2.231 -1.048 -0.7 0.7 -4.6
H -0.952 4.119 0.546 0.6 0.6 0.3
H 0.644 4.778 0.926 0.3 -0.3 -0.4
H 0.027 3.384 1.805 -0.6 0.2 -0.5
C -1.775 2.495 -1.637 0.2 2.6 0.0
C -1.982 2.493 -0.118 -1.7 2.5 0.9
N -2.148 2.488 1.041 -0.5 0.8 -2.2
H -1.069 3.277 -1.916 -0.4 0.2 -0.1
H -2.738 2.617 -2.134 0.2 0.3 0.1
H -1.325 1.546 -1.930 -0.1 1.0 -0.5
C 0.778 -0.208 -2.256 0.3 0.9 -0.1
S 0.038 -0.833 -0.665 0.4 2.3 -3.2
O 1.099 -1.004 0.434 4.3 4.0 -10.5
C -0.941 0.537 0.042 4.6 1.5 0.0
H 1.041 -1.006 -2.950 -0.6 -0.3 0.3
H 1.700 0.348 -2.085 -0.3 -0.3 0.0
H 0.113 0.524 -2.713 -0.2 -0.3 0.0
H -1.629 0.981 -0.677 2.8 -2.2 0.5
H -0.287 1.367 0.313 -0.3 -1.8 0.6
H -1.698 0.361 0.806 1.1 1.2 0.8
C 3.096 -1.504 -0.333 2.8 -4.6 -0.7
S 1.823 -2.667 -1.117 4.5 -3.0 0.1
O 2.629 -3.794 -1.822 -2.0 2.0 1.1
C 1.271 -3.337 0.519 6.6 -4.7 0.0
H 3.628 -0.953 -1.108 -0.1 -0.3 -0.5
H 3.916 -2.001 0.185 -0.1 -1.0 -0.1
H 2.545 -0.851 0.343 2.1 -3.8 0.5
H 1.142 -2.558 1.270 3.8 -3.1 0.1
H 2.149 -3.894 0.846 0.6 -0.7 -0.6
H 0.488 -4.082 0.380 -0.1 0.0 0.4
C -2.623 -3.005 0.657 0.3 -1.7 3.0
S -1.864 -1.321 0.823 -3.6 -5.9 5.3
O -2.575 -0.740 2.087 0.9 -0.8 -2.4
C -0.133 -1.876 1.295 -12.5 -1.8 6.6
H -2.070 -3.728 0.058 0.1 0.2 -0.2
H -3.665 -2.936 0.343 1.6 -2.3 1.3
H -2.755 -3.406 1.662 0.7 -0.1 0.3
H 0.406 -0.933 1.389 -3.1 0.0 5.0
H 0.206 -2.531 0.493 -5.3 2.0 0.5
H -0.124 -2.452 2.220 -1.2 -0.8 0.3
C 2.304 3.112 1.463 2.1 -0.9 1.1
S 3.469 1.659 1.240 -1.2 -0.4 -0.1
O 3.491 0.843 2.511 -0.1 0.7 -0.7
C 2.255 0.793 0.106 2.8 5.2 0.7
H 2.132 3.579 0.493 0.8 -0.6 0.5
H 2.595 3.948 2.099 0.9 -0.3 0.3
H 1.449 2.666 1.971 0.7 -0.2 -0.4
H 1.290 0.591 0.570 1.8 2.1 0.3
H 2.720 -0.102 -0.307 -0.1 4.6 0.0
H 2.119 1.458 -0.747 1.5 -0.5 0.8
```
Positions in Å, forces in eV/Å.